{
  "formula": "C3H4N2OS",
  "method": "ωB97M-V/def2-TZVPD",
  "species": ["S", "O", "N", "N", "C", "C", "C", "H", "H", "H", "H"],
  "positions_angstrom": [[0.147738, 0.456652, -2.245609], [-0.324803, 2.140901, -0.243754], [-0.150774, -0.144141, 0.210850], [0.061396, -1.334507, -0.392492], [0.118506, -1.198212, -1.653692], [-0.113990, 1.072588, -0.649243], [0.062193, 0.166370, 1.599528], [-0.622962, -0.377809, 2.242181], [-0.361630, 1.218081, 1.547176], [1.088774, 0.004149, 1.947307], [0.095550, -2.004074, -2.362251]],
  "atomic_forces_ev_per_a": [[-0.17, -0.21, -0.97], [-0.27, 3.44, 0.69], [0.80, 1.77, -1.25], [-0.51, 0.10, 0.59], [0.21, 0.65, -0.50], [-0.04, -5.31, 0.47], [-1.43, 0.63, 0.01], [-0.01, -0.34, 0.00], [1.29, -0.92, 1.10], [-0.16, 0.48, -0.19], [0.30, -0.29, 0.05]],
  "lowdin_charge": [1.0482, 0.0527, -0.1940, 0.0137, -0.4602, -0.7635, -0.0417, 0.0805, 0.1035, 0.0936, 0.0670],
  "smiles": "Cn1ncsc1=O",
  "total_energy_ev": -19037.738,
  "relative_energy_kj_mol": 126.4,
  "homo_lumo_gap_ha": 0.360
}

---

{
  "formula": "C4H12N3S",
  "method": "ωB97M-V/def2-TZVPD",
  "species": ["S", "N", "N", "N", "C", "C", "C", "C", "H", "H", "H", "H", "H", "H", "H", "H", "H", "H", "H", "H"],
  "positions_angstrom": [[1.580352, 1.193496, 1.509668], [-0.942713, -1.136836, -0.896295], [-1.529600, 1.904560, 1.130514], [0.615783, -1.439707, -2.737813], [-0.438806, 0.095649, -0.249458], [0.763377, -0.180887, 0.666307], [-1.668070, 0.617082, 0.520590], [0.029215, -2.022410, -1.527619], [-2.468425, 0.619370, -0.226848], [-0.551248, -2.892518, -1.846183], [-1.938792, -0.146976, 1.241291], [1.266106, -0.730085, -2.436004], [-0.783380, 2.445801, 0.736503], [-1.548941, 1.946551, 2.128810], [1.511909, -0.694911, 0.057165], [0.419166, -0.963244, 1.360658], [0.814591, -2.371652, -0.867001], [-0.138528, -0.932757, -3.190300], [-1.440240, -1.716705, -0.230688], [-0.177065, 0.770749, -1.061047]],
  "atomic_forces_ev_per_a": [[0.13, 0.24, 0.04], [0.19, -0.37, -0.26], [-1.24, 0.69, -0.44], [-0.07, -0.16, 0.47], [-0.21, -0.67, 0.88], [-0.03, -0.37, -0.38], [0.41, 0.01, -0.88], [-0.70, 0.15, -0.78], [-0.26, 0.02, 0.00], [0.08, -0.15, 0.08], [-0.02, -0.14, 0.43], [0.29, 0.24, -0.03], [0.45, -0.08, 0.36], [0.55, -0.24, 0.13], [0.13, 0.06, -0.05], [-0.04, 0.11, 0.20], [0.36, 0.02, 0.07], [-0.01, -0.01, -0.11], [-0.14, 0.25, 0.25], [0.12, 0.38, 0.04]],
  "lowdin_charge": [0.1153, -0.0642, -0.0261, 0.0028, -0.4347, -0.7688, -0.2977, -0.3467, 0.0892, 0.0985, 0.1036, 0.0482, 0.0127, 0.0421, 0.0119, 0.0510, 0.0925, 0.0583, 0.0907, 0.1214],
  "total_charge": -1,
  "smiles": "NCN[C@@H](CN)C[S-]",
  "total_energy_ev": -19648.707,
  "relative_energy_kj_mol": 140.9,
  "homo_lumo_gap_ha": 0.227
}